ORCA calculation (ωB97M-V/def2-TZVPD) on a molecular structure, C4H8AgLiO3 in a non-equilibrium geometry.

```
! RIJCOSX wB97M-V def2-TZVPD def2/J DEFGRID3
* xyz 2 3
C 0.753 1.022 1.447
C -0.272 -0.068 1.141
C -0.307 -0.445 -0.337
C -0.767 0.651 -1.233
O -0.739 0.606 -2.453
O 0.821 1.342 2.788
Ag -0.039 1.292 4.409
Li -0.068 -0.645 -3.690
H 0.504 1.922 0.846
H 1.743 0.680 1.083
H -1.272 0.270 1.461
H -0.031 -0.965 1.729
H -1.022 -1.271 -0.501
H -1.176 1.555 -0.738
O 0.825 -2.122 -2.714
H 0.368 -2.966 -2.532
H 0.678 -0.857 -0.708
*
```

electronic energy: -536.66944 hartree
HOMO-LUMO gap (spin up / spin down): 10.09 / 7.53 eV
energy above the lowest of the compared OMol25 structures with the same formula, charge and spin: 32.46 kcal/mol
max |F|: 5.43 eV/Å
HOMO (spin up / spin down): -18.161 / -18.160 eV